Formula: C20H27MoN4O2SeSi
Source: the OMol25 dataset
Level of theory: ωB97M-V/def2-TZVPD

```
56
Properties=species:S:1:pos:R:3:forces:R:3
Mo -0.559 0.726 -0.824 -0.33 -0.08 0.60
Se 1.738 0.489 -0.919 0.35 0.14 -0.17
Si 3.734 -0.839 -1.011 0.10 -0.14 0.00
O -3.878 1.209 3.694 0.01 0.03 -0.08
O -2.441 -0.072 -0.549 0.15 -0.15 -0.17
N -0.515 0.301 1.354 -0.03 0.03 -0.34
N -2.460 2.286 5.102 0.04 -0.09 0.05
N -2.773 -1.110 0.246 -0.04 0.11 0.01
N -1.781 1.527 -2.473 0.15 0.15 0.06
C -1.310 1.051 2.124 -0.06 -0.07 -0.01
C 1.946 2.591 -4.038 0.00 0.02 -0.01
C -1.006 -0.396 3.994 0.05 0.03 0.03
C -3.656 -0.887 1.231 0.04 -0.05 -0.03
C -0.556 1.945 -3.104 -0.17 -0.07 -0.02
C 0.035 3.142 -2.692 0.06 -0.03 -0.03
C -2.755 1.439 4.106 -0.05 0.01 -0.04
C -1.612 0.719 3.434 0.02 0.00 0.02
C 0.069 -0.779 1.898 0.04 -0.01 0.07
C 0.065 1.096 -4.012 0.05 0.01 0.02
C -4.054 -1.937 2.031 0.00 0.06 -0.01
C -3.547 -3.205 1.795 -0.03 -0.05 0.03
C 4.999 0.412 -0.498 -0.08 -0.02 -0.02
C 3.473 -2.236 0.185 -0.09 0.11 0.01
C -2.260 -2.325 -0.012 -0.06 0.02 0.03
C -2.641 -3.398 0.759 0.04 0.03 -0.03
C 3.816 -1.353 -2.790 -0.09 0.09 0.04
C 1.326 1.428 -4.476 -0.02 -0.02 0.00
C 1.295 3.458 -3.164 -0.01 0.00 0.00
C -0.135 -1.144 3.214 0.00 0.03 -0.04
H 3.006 -2.041 -3.034 0.00 0.02 -0.04
H -3.858 -4.040 2.407 0.00 0.00 0.00
H -0.488 3.811 -2.017 -0.01 0.00 -0.01
H -2.231 -4.373 0.537 -0.01 -0.01 0.01
H 6.005 0.037 -0.700 -0.01 -0.06 0.00
H -2.303 0.838 -3.005 -0.04 0.01 0.01
H 2.928 2.848 -4.411 0.01 0.00 0.01
H -1.518 2.416 5.426 -0.01 0.05 0.00
H -2.395 2.305 -2.245 -0.01 0.00 -0.02
H 1.824 0.782 -5.186 0.00 0.00 0.00
H -4.760 -1.734 2.824 0.01 -0.02 0.00
H 0.718 -1.348 1.248 -0.02 0.00 0.00
H 0.367 -2.015 3.611 -0.01 -0.01 0.01
H -1.758 1.923 1.662 -0.02 -0.01 0.00
H -1.574 -2.370 -0.846 0.00 -0.02 0.00
H 3.247 -1.840 1.177 -0.01 -0.06 0.01
H 4.762 -1.853 -3.007 0.03 -0.01 0.07
H -3.214 2.745 5.589 0.01 0.00 0.01
H -4.004 0.129 1.343 0.00 -0.01 0.03
H 3.745 -0.476 -3.435 0.00 -0.04 -0.03
H -1.222 -0.686 5.015 0.00 0.00 0.00
H 4.368 -2.856 0.275 0.05 0.03 -0.06
H 2.656 -2.878 -0.150 -0.01 -0.02 0.05
H 4.928 0.632 0.568 0.00 0.04 -0.01
H -0.430 0.190 -4.340 0.00 0.00 -0.01
H 1.771 4.378 -2.855 0.00 0.00 0.00
H 4.874 1.339 -1.058 0.02 0.01 0.02
```
Positions in Å, forces in eV/Å.

Properties
- ΔE to the lowest compared entry with this formula, charge and spin: 0.000 eV
- Net charge: +2
- F_max: 0.7 eV/A
- E: -3906.4249 hartree
- 2S+1: 2
- Orbital gap (alpha / beta): 0.2701 / 0.2622 hartree
- Highest occupied orbital energy (alpha / beta): -13.874 / -13.546 eV

Formula: C20H27N3O
Source: the OMol25 dataset
Level of theory: ωB97M-V/def2-TZVPD

```
51
Properties=species:S:1:pos:R:3:forces:R:3
O -1.081 -4.278 -0.415 -0.11 -0.11 0.03
N 0.936 -2.399 -0.008 0.32 -0.78 0.43
N -2.449 -1.198 -1.688 -0.12 0.06 -0.50
N -0.196 -2.193 -0.703 0.15 1.16 -0.38
C 2.913 -1.788 1.056 0.55 -0.15 0.35
C 3.034 -3.213 1.496 0.03 0.07 0.03
C -2.374 -2.641 -1.619 -0.01 -0.17 0.16
C 4.014 2.522 -1.720 -0.11 0.07 0.05
C 1.757 -1.452 0.233 -0.58 0.42 -0.44
C 1.895 2.923 -0.522 -0.12 0.05 0.02
C -2.828 -0.996 0.710 -0.02 -0.12 -0.23
C -3.831 1.972 2.846 -0.06 -0.01 -0.05
C 2.955 0.662 -0.368 -0.20 0.19 0.22
C -3.148 1.537 -2.096 0.02 -0.10 0.14
C -1.154 -3.149 -0.834 -0.09 -0.06 -0.18
C 3.711 0.576 0.963 -0.02 -0.07 -0.22
C -3.464 1.660 0.384 0.03 -0.20 0.04
C -3.151 0.906 -0.733 -0.02 0.04 -0.08
C 2.872 2.092 -0.848 0.14 -0.16 -0.15
C 3.789 -0.845 1.418 -0.12 -0.08 -0.05
C -2.833 -0.452 -0.571 -0.05 0.19 0.35
C -3.468 1.121 1.665 0.05 -0.06 0.09
C -3.142 -0.217 1.809 -0.05 0.20 0.00
C 1.594 -0.012 -0.195 0.03 -0.16 -0.15
H 3.956 3.583 -1.949 0.05 0.08 -0.04
H -2.275 -3.031 -2.636 -0.02 0.03 0.10
H -2.176 1.425 -2.576 0.05 0.00 -0.11
H -3.371 2.598 -2.019 -0.02 0.05 -0.05
H 3.522 0.084 -1.108 -0.01 0.03 0.04
H -2.576 -2.034 0.861 0.00 -0.12 0.04
H 3.896 -3.348 2.143 0.07 0.00 0.04
H 4.718 0.987 0.858 -0.01 0.05 0.03
H -3.319 2.931 2.803 0.01 0.07 0.07
H -3.569 1.475 3.776 0.00 0.02 0.09
H 4.965 2.322 -1.228 0.14 -0.02 -0.01
H -3.267 -3.102 -1.173 0.18 0.02 0.00
H 4.003 1.963 -2.655 0.06 -0.05 -0.07
H 1.041 0.061 -1.135 -0.04 0.03 0.06
H 1.013 0.503 0.577 -0.06 0.06 -0.03
H -3.712 2.705 0.254 -0.02 0.13 -0.05
H 2.131 -3.517 2.020 -0.05 -0.12 0.04
H 3.130 -3.860 0.627 -0.01 -0.13 -0.02
H -4.904 2.167 2.853 -0.05 0.05 0.09
H 3.191 1.181 1.715 0.03 0.10 -0.05
H -3.902 1.082 -2.742 -0.03 0.01 -0.12
H 1.887 3.942 -0.871 0.07 0.21 -0.08
H 4.613 -1.099 2.071 0.05 -0.16 0.10
H -0.426 -1.270 -1.073 0.03 -0.32 0.12
H 1.065 2.638 0.100 -0.18 -0.15 0.14
H -3.132 -0.667 2.792 0.01 -0.03 0.11
H -2.854 -0.856 -2.547 0.09 -0.06 0.05
```
Positions in Å, forces in eV/Å.

Properties
- ΔE to the lowest compared entry with this formula, charge and spin: 1.242 eV
- Net charge: 0
- F_max: 1.2 eV/A
- E: -1017.7899 hartree
- Orbital gap: 0.3161 hartree
- Highest occupied orbital energy: -8.003 eV
- SMILES: C=C(C)[C@H]1CC=C(C)/C(=N/NC(=O)CNc2ccc(C)cc2C)C1

Formula: C20H27N3O4
Source: the OMol25 dataset
Level of theory: ωB97M-V/def2-TZVPD

```
54
Properties=species:S:1:pos:R:3:forces:R:3
O -1.673 -2.590 0.942 -0.49 -0.24 -0.02
O -4.841 -1.790 0.671 -0.29 0.44 0.19
O -0.194 1.461 -0.017 -0.28 -0.08 -0.15
O 7.310 -0.228 0.151 0.07 -0.09 -0.07
N 1.568 0.170 0.531 0.14 0.14 0.02
N 4.212 -0.248 -0.382 -0.08 -0.08 -0.13
N -0.542 -1.867 1.073 0.76 0.41 0.32
C -0.669 -0.795 0.325 -0.93 -0.61 -0.05
C 6.582 0.302 -0.928 -0.20 -0.20 -0.26
C -2.511 -1.966 0.100 0.23 0.90 -0.64
C -4.142 1.817 0.754 -0.10 -0.10 -0.01
C 2.489 1.279 0.405 0.04 0.46 -0.28
C -5.757 1.359 -0.974 0.08 -0.04 0.02
C -3.219 2.750 1.472 0.10 -0.01 -0.03
C -3.890 -2.505 -0.098 0.28 -0.22 -0.10
C -6.601 -0.960 -1.457 0.06 -0.04 0.03
C -4.153 0.467 1.074 -0.24 -0.05 0.05
C 3.506 0.981 -0.695 -0.05 0.08 0.27
C 3.265 -1.347 -0.320 -0.09 0.02 0.30
C -4.957 2.250 -0.284 0.01 0.02 0.00
C 6.716 -0.013 1.411 -0.01 -0.12 0.18
C -4.920 -0.435 0.351 -0.02 0.16 -0.02
C -5.748 0.001 -0.684 0.05 -0.25 0.11
C 0.264 0.361 0.260 0.33 0.21 0.21
C 2.243 -1.077 0.788 0.15 -0.62 -0.22
C 5.324 -0.505 -1.283 0.32 0.24 0.08
C -1.924 -0.810 -0.336 0.02 -0.80 0.18
H -6.757 -1.871 -0.886 -0.06 -0.06 -0.05
H 5.739 -0.496 1.482 0.11 0.08 0.09
H 6.323 1.352 -0.730 0.03 -0.01 -0.05
H 1.915 2.175 0.170 0.12 -0.11 0.08
H -7.567 -0.512 -1.682 -0.06 -0.02 -0.04
H 3.012 1.413 1.358 -0.01 0.02 -0.04
H 5.589 -1.563 -1.209 0.00 0.02 -0.06
H 4.220 1.803 -0.754 -0.04 0.02 -0.02
H -4.966 3.296 -0.554 0.00 0.12 -0.01
H -3.546 0.100 1.888 0.08 -0.07 0.07
H 7.270 0.266 -1.778 -0.11 0.09 0.01
H 6.596 1.060 1.607 -0.03 0.00 0.02
H 2.773 -0.988 1.743 -0.03 -0.07 -0.03
H 5.051 -0.294 -2.331 -0.01 -0.06 -0.01
H -6.125 -1.219 -2.405 -0.04 -0.08 -0.06
H -3.510 3.786 1.318 -0.01 0.09 0.04
H -3.204 2.538 2.539 0.02 0.04 0.10
H 1.521 -1.887 0.861 0.26 0.11 0.02
H -6.396 1.718 -1.768 -0.09 0.03 -0.07
H -2.301 -0.071 -1.009 -0.15 0.17 -0.11
H -4.146 -2.463 -1.166 0.03 -0.05 0.17
H 7.397 -0.441 2.144 -0.02 0.06 0.06
H -3.940 -3.536 0.258 0.02 0.07 -0.15
H 2.982 0.908 -1.666 0.04 0.02 0.02
H 2.733 -1.483 -1.280 0.02 -0.04 0.03
H -2.207 2.615 1.087 0.07 0.06 0.04
H 3.805 -2.268 -0.090 -0.02 0.00 -0.03
```
Positions in Å, forces in eV/Å.

Properties
- ΔE to the lowest compared entry with this formula, charge and spin: 4.820 eV
- Net charge: 0
- F_max: 1.1 eV/A
- E: -1243.4696 hartree
- Orbital gap: 0.3470 hartree
- Highest occupied orbital energy: -8.710 eV
- SMILES: COCCN1CCN(C(=O)c2cc(COc3cc(C)ccc3C)on2)CC1